This record from the Open Molecules 2025 dataset describes the molecule C6H12N2. The level of theory is ωB97M-V/def2-TZVPD.

Structure (XYZ):
```
20
Properties=species:S:1:pos:R:3:forces:R:3
C -0.716575 -1.978335 1.553021 0.20 0.08 -0.06
C -0.141092 -0.821314 0.818158 -0.36 -0.01 -0.88
C -0.110998 -0.429505 -0.474163 0.03 -0.47 0.42
C -0.320217 -1.076973 -1.794347 -0.11 0.13 0.09
C 0.495379 0.904988 -0.136137 -0.28 -0.35 1.73
C -0.430934 2.104948 -0.123636 0.11 -0.20 -0.06
N 1.723295 1.205935 -0.746350 0.24 0.03 -0.13
N 0.554267 0.252451 1.395076 0.47 0.67 -0.90
H -1.470925 -1.639521 2.266427 -0.02 -0.01 0.01
H 0.062194 -2.495964 2.114130 -0.01 -0.05 0.04
H -1.181281 -2.677875 0.861028 -0.02 -0.03 0.01
H -0.736432 -2.075165 -1.662791 -0.03 -0.04 -0.05
H 0.619942 -1.168710 -2.344182 -0.02 -0.01 -0.04
H -1.006873 -0.494658 -2.412543 -0.01 -0.06 -0.09
H -1.384428 1.838315 0.325011 -0.05 0.00 0.02
H -0.594740 2.438261 -1.148233 -0.06 0.04 -0.01
H 0.011293 2.926212 0.440952 0.04 0.08 0.01
H 2.370291 0.429170 -0.719941 0.01 0.08 0.09
H 2.157735 2.050526 -0.397163 0.00 -0.10 0.00
H 0.100100 0.707215 2.185682 -0.14 0.21 -0.20
```
Forces are in eV/Å.

Properties
- LUMO (eV) = 1.0
- max |F| (eV/A) = 1.8
- ΔE to the lowest compared entry with this formula, charge and spin (kJ/mol) = 109.31
- Kohn-Sham gap (eV) = 8.66
- 2S+1 = 1
- molar mass (g/mol) = 112.2
- energy (hartree) = -345.286230

***

This record from the Open Molecules 2025 dataset describes a cluster of 2 separate species, C6H12N2O in total. The level of theory is ωB97M-V/def2-TZVPD.

Structure (XYZ):
```
21
Properties=species:S:1:pos:R:3:forces:R:3
C -1.551784 1.844171 -0.577087 -0.05 0.00 0.11
C -0.586565 0.761585 -1.006757 0.02 -0.70 0.40
C 2.365895 0.573722 -0.685684 -1.08 -0.10 0.48
N 1.311110 0.951938 -0.001016 0.82 0.14 -0.27
O -0.395168 0.461084 -2.151734 -0.01 0.04 -0.09
H -2.009117 1.607216 0.384119 0.04 -0.06 0.00
H -2.339426 1.988897 -1.319187 0.09 0.02 -0.03
H -0.984291 2.769305 -0.459772 0.01 -0.01 -0.07
H 2.655654 1.214004 -1.505450 0.03 0.21 0.12
H 2.841709 -0.404387 -0.643226 -0.17 -0.10 0.22
C 0.085325 -1.916142 -0.308554 0.49 0.24 0.10
C -0.322181 -0.803858 0.606759 1.03 1.04 -0.24
N 0.945376 0.053331 1.084228 -0.49 -0.88 -1.04
C -1.362004 -0.870177 1.468067 -0.14 0.25 0.50
H 0.742785 0.638442 1.897289 -0.32 -0.16 -0.05
H 1.746812 -0.543717 1.343026 -0.29 -0.02 -0.09
H 0.645812 -1.526780 -1.160153 -0.01 0.01 -0.09
H -0.793066 -2.422498 -0.704077 -0.05 0.11 0.12
H 0.708722 -2.650875 0.212568 -0.06 -0.02 -0.01
H -1.621394 -0.056045 2.131824 0.12 0.03 0.07
H -2.084204 -1.669217 1.394814 0.04 -0.03 -0.16
```
Forces are in eV/Å.

Properties
- LUMO (spin up / spin down) (eV) = 0.6 / 0.4
- max |F| (eV/A) = 1.5
- ΔE to the lowest compared entry with this formula, charge and spin (kJ/mol) = 638.10
- Kohn-Sham gap (spin up / spin down) (eV) = 6.31 / 5.93
- 2S+1 = 1
- molar mass (g/mol) = 128.2
- energy (hartree) = -420.340855

***

This record from the Open Molecules 2025 dataset describes the molecule C6H12N2O. The level of theory is ωB97M-V/def2-TZVPD.

Structure (XYZ):
```
21
Properties=species:S:1:pos:R:3:forces:R:3
C -0.885188 1.153214 1.356315 2.99 -0.83 -2.74
C -0.648436 0.742512 -0.146412 -2.45 -1.63 0.78
C -1.947759 0.507718 -0.980476 0.61 -1.55 2.13
C 0.151893 -0.526071 -0.312739 3.30 -0.39 0.25
N -0.485688 -1.707143 0.130201 -0.75 -0.69 1.86
C 1.759825 -0.477931 0.307337 -3.29 -3.23 1.60
O 2.469478 -1.669626 -0.165395 -1.20 1.28 1.24
C 2.250064 0.753685 -0.153293 2.45 2.59 -0.71
N 2.720819 1.708567 -0.629328 -1.02 -1.44 0.73
H -0.339980 2.067660 1.491982 -0.18 0.60 0.53
H -0.389655 0.386047 1.920929 -0.18 -0.23 0.89
H -1.895378 1.191597 1.480592 -2.61 0.37 1.03
H -0.301024 1.541157 -0.709258 1.79 1.41 -0.62
H -2.774312 -0.047782 -0.553403 0.11 -0.15 0.48
H -1.696142 0.030530 -1.868098 0.67 -1.39 -1.59
H -2.294616 1.383997 -1.344042 -1.39 3.25 -0.61
H 0.416356 -0.645217 -1.343011 -0.13 -0.05 -0.92
H -0.107725 -2.623066 -0.174213 -0.01 1.30 0.38
H -0.569130 -1.656659 1.176743 -0.05 -0.59 -1.48
H 1.627097 -0.702273 1.453380 0.62 1.19 -2.09
H 2.939499 -1.410920 -0.937818 0.71 0.20 -1.14
```
Forces are in eV/Å.

Properties
- LUMO (eV) = 0.7
- max |F| (eV/A) = 4.9
- ΔE to the lowest compared entry with this formula, charge and spin (kJ/mol) = 235.10
- Kohn-Sham gap (eV) = 9.88
- 2S+1 = 1
- molar mass (g/mol) = 128.2
- energy (hartree) = -420.494351

***

This record from the Open Molecules 2025 dataset describes a structure of composition C6H12N2O. The level of theory is ωB97M-V/def2-TZVPD.

Structure (XYZ):
```
21
Properties=species:S:1:pos:R:3:forces:R:3
C -1.785523 -1.058453 -0.762599 -1.94 -1.21 0.26
C 0.304461 0.303248 -0.301078 1.97 2.92 -0.90
C 1.000887 -0.614212 0.562090 -4.91 -4.18 2.47
C -0.219691 -0.526984 1.575605 1.40 -3.98 0.07
C -1.112950 -0.006830 0.157497 0.09 1.04 -1.07
C 1.706280 0.234224 -1.070910 0.62 -1.58 -3.50
H -1.933804 -0.867361 -1.892463 0.98 0.54 1.76
H -1.128604 -2.075709 -0.718426 -2.22 2.19 0.21
H -2.955210 -1.036067 -0.443166 2.80 -1.06 -0.31
H 1.175729 1.918713 0.603821 3.85 0.31 1.53
H 0.813935 -1.772933 0.187429 1.04 2.66 0.28
H -0.068538 -1.423295 2.504364 -1.73 1.45 -3.27
H -0.206124 0.205977 2.253091 0.02 3.74 1.88
H -1.536733 2.225995 0.607029 0.29 -2.63 0.24
H -1.795876 1.745357 -0.917907 -0.70 -2.14 3.88
H 2.337720 0.979549 -1.603708 -1.29 0.41 0.30
H 1.718105 -0.676873 -1.834683 0.18 1.09 1.91
H 2.977052 -0.533644 0.382009 2.25 -1.29 0.28
N -1.900638 1.309606 0.213937 -1.04 1.01 -4.11
N 2.188406 0.015448 0.302833 1.94 0.62 -0.61
O 0.421119 1.654247 0.195236 -3.61 0.09 -1.32
```
Forces are in eV/Å.

Properties
- LUMO (eV) = 0.8
- max |F| (eV/A) = 6.9
- ΔE to the lowest compared entry with this formula, charge and spin (kJ/mol) = 906.83
- Kohn-Sham gap (eV) = 9.53
- 2S+1 = 1
- molar mass (g/mol) = 128.2
- energy (hartree) = -420.238503